C3H12O2S2 | wB97M-V/def2-TZVPD

XYZ file:
```
19
Properties=species:S:1:pos:R:3:forces:R:3
C 1.113 -0.490 -0.906 0.556 -0.800 0.122
C -0.025 -0.469 0.117 0.884 -0.617 -0.160
C -0.614 0.897 0.232 -0.637 0.727 1.195
S -1.833 1.122 1.604 -0.368 -0.508 -0.850
S -3.328 -0.271 1.048 0.322 0.785 0.059
H 0.882 -0.301 -1.953 -0.427 0.052 0.059
H 1.567 -1.486 -0.838 -0.029 0.076 -0.312
H 1.924 0.192 -0.631 -0.224 0.192 0.108
H -0.790 -1.221 -0.076 -0.144 0.175 -0.545
H 0.433 -0.882 1.023 -0.196 0.722 0.371
H 0.076 1.678 0.574 0.391 -0.282 -0.280
H -1.031 1.241 -0.714 -0.154 -0.111 0.032
H -3.400 -0.820 2.254 0.024 -0.381 0.189
O -2.482 -0.325 -2.430 -0.241 0.348 -0.371
H -2.909 -0.498 -1.595 0.035 -0.426 0.780
H -3.180 0.181 -2.862 0.223 0.057 -0.384
O 4.311 0.607 2.006 -0.278 0.316 0.759
H 5.261 0.549 1.986 0.538 -0.027 0.004
H 4.025 0.295 1.161 -0.274 -0.298 -0.776
```
Positions in Å, forces in eV/Å.

Its energy is -1068.3366 Eh. Its structure (SMILES) is CCCSS.O.O. The calculation puts the orbital gap at 9.00 eV. For the energy relative to the best compared isomer or geometry (same formula, charge and spin), the calculation gives 72.5 kJ/mol.